(1)
Below is C35H37BBiF4N4O13P2SbTe as an isolated structure at a distorted geometry, with properties calculated with wB97M-V/def2-TZVPD.

Structure (XYZ):
```
99
Properties=species:S:1:pos:R:3:forces:R:3
Bi 1.2834 -0.5358 -1.7602 -0.801 1.601 0.372
O 6.9059 -3.3836 -0.5537 0.683 -0.203 0.124
C 5.6955 -2.9356 -0.9184 -0.525 -0.405 1.125
C 5.3950 -2.4251 -2.1642 -0.295 0.156 -0.376
C 4.0891 -2.0526 -2.4137 0.816 0.349 -1.085
N 3.0968 -2.2114 -1.5544 0.407 0.860 0.653
C 3.4201 -2.5722 -0.3084 0.481 -0.793 0.624
C 4.7025 -2.9920 0.0745 -1.229 0.738 -1.797
C 2.3146 -2.4295 0.7399 -0.364 0.456 0.273
O 2.5700 -2.7292 1.9095 -0.109 0.037 -1.006
O 1.2177 -1.9110 0.2753 1.206 -0.382 0.294
C 3.8027 -1.2009 -3.6631 -1.805 0.950 -0.124
O 4.5663 -1.0552 -4.6045 0.156 -0.606 0.803
O 2.6486 -0.5646 -3.5579 1.491 -0.900 -0.218
H 7.5544 -3.3161 -1.2621 -0.178 0.164 -0.120
H 6.1155 -2.2310 -2.9501 0.116 -0.096 0.125
H 4.8337 -3.2956 1.0839 0.388 -0.141 0.557
C -3.6089 1.9664 -4.1440 -1.432 1.066 -0.601
C -2.3930 1.3256 -3.5470 0.516 0.336 0.688
O -1.9115 2.2031 -2.4423 -0.565 0.043 -0.534
P -2.8275 -0.4003 -3.0228 0.817 -2.100 1.703
O -4.2921 -0.2562 -2.3205 0.250 0.491 -1.315
O -2.9869 -1.1367 -4.3540 -0.133 0.743 0.500
O -1.8634 -0.9929 -2.0041 -0.935 1.062 -1.673
P -0.9944 1.0848 -4.7239 2.107 -1.379 0.181
O -0.7577 2.4214 -5.5030 0.190 1.576 0.073
O -1.5627 0.1914 -5.8805 -0.273 -0.436 1.410
O 0.2518 0.6108 -3.9639 -2.557 0.464 -0.995
H -4.3783 2.2113 -3.3674 0.809 -0.361 -0.421
H -4.0937 1.2762 -4.8518 0.302 0.189 0.174
H -3.3892 2.9287 -4.6610 -0.033 -0.936 0.244
H -1.3032 1.7385 -1.7391 0.659 -0.505 0.389
H -4.3464 -0.6051 -1.4371 0.357 -0.260 0.672
H -2.1971 -0.5537 -5.3235 0.365 0.585 -0.443
H -0.4487 3.1915 -4.9572 -0.127 -0.948 -0.203
C 2.0164 3.9723 -1.3088 0.355 0.313 0.736
Te 2.3035 2.4134 -2.7632 -0.142 0.107 -0.029
C 4.4186 2.0988 -2.6785 0.303 -0.440 0.950
H 2.9805 4.5029 -1.1508 -0.608 -0.257 -0.186
H 1.6770 3.5865 -0.3281 0.240 -0.070 -0.671
H 1.2425 4.6539 -1.6933 0.492 -0.308 0.001
H 4.9878 3.0283 -2.5194 -0.308 -0.298 -0.264
H 4.7241 1.5653 -3.5922 -0.197 0.370 0.269
H 4.5963 1.4336 -1.8097 0.088 0.345 -0.471
C -2.3715 -1.2054 4.2608 0.020 -0.131 0.522
C -3.3281 -0.5151 3.3519 -0.637 -0.245 -0.442
C -4.6703 -0.4595 3.7291 0.262 0.307 0.109
C -5.6096 0.1266 2.8893 -0.350 0.155 -0.386
C -5.2123 0.6867 1.6671 0.629 -0.048 -0.010
C -3.8601 0.6045 1.2721 -1.218 0.403 0.065
C -2.9428 -0.0215 2.0993 0.973 -0.736 -0.710
Sb -1.0563 -0.6102 1.0104 -1.492 0.598 0.032
C -1.3439 -2.7506 1.4655 0.867 1.231 0.990
C -0.4050 -3.2428 2.3489 -0.345 -1.543 0.561
C -0.5490 -4.5386 2.8752 -0.227 0.291 -0.426
C -1.5989 -5.3334 2.4341 -0.493 -0.241 -0.211
C -2.4799 -4.8430 1.4573 0.238 -0.558 0.154
C -2.3614 -3.5537 0.9632 0.182 -0.362 0.603
C -3.3015 -3.0376 -0.0450 -0.357 1.238 -0.766
C 0.0268 0.5681 2.5233 0.192 -1.321 -0.429
C 0.9940 -0.1367 3.2066 0.798 0.433 1.185
C 1.6638 0.4625 4.3036 -0.299 -0.296 -0.740
C 1.3745 1.7763 4.6298 -0.473 0.612 -0.048
C 0.4512 2.5269 3.8707 0.537 -0.946 -0.037
C -0.1993 1.9192 2.7938 -0.023 0.944 0.134
C -1.0651 2.7885 1.9209 -0.820 -0.507 -0.303
H -2.5206 -0.8679 5.2970 0.157 -0.013 -0.194
H -1.3675 -0.9914 3.9426 0.479 0.083 0.207
H -2.4764 -2.2942 4.2605 -0.153 0.033 -0.153
H -4.9114 -0.8728 4.7168 -0.284 0.155 -0.445
H -6.6686 0.1322 3.1587 0.287 0.068 0.011
H -5.9164 1.1782 0.9969 -0.061 -0.136 0.248
H -3.5497 1.0557 0.3068 -0.174 -0.426 0.616
H 0.4673 -2.6746 2.6309 -0.247 -0.085 0.141
H 0.1427 -4.9002 3.6160 0.230 -0.139 0.135
H -1.7759 -6.3514 2.8144 0.284 0.507 -0.082
H -3.2648 -5.4895 1.0499 0.201 0.154 0.213
H -3.8993 -3.8061 -0.5385 0.068 -0.023 0.086
H -2.7408 -2.4484 -0.7975 -0.337 -0.491 0.153
H -3.9765 -2.2998 0.4189 -0.093 -0.223 -0.003
H 1.2658 -1.1442 2.8877 0.033 0.435 0.350
H 2.4044 -0.1106 4.8556 -0.031 0.137 -0.039
H 1.8755 2.2839 5.4488 0.077 -0.186 -0.016
H 0.2805 3.5888 4.0785 0.128 -0.410 -0.056
H -0.8353 3.8461 2.0070 0.390 0.074 -0.044
H -2.1175 2.7134 2.2221 0.021 -0.160 -0.051
H -1.0135 2.4737 0.8649 0.084 0.253 0.400
F -0.3674 1.1163 -0.7854 0.420 1.132 -1.427
B -1.6065 3.7548 -2.5844 0.903 -0.028 -0.194
F -1.5140 4.2093 -1.3055 0.075 -0.069 -0.012
F -2.5853 4.4096 -3.3145 0.647 -0.423 0.189
F -0.2871 3.8315 -3.2477 -1.735 0.068 0.339
O 2.9478 0.4597 0.0380 0.268 0.612 0.012
N 2.9467 1.5548 0.7096 -0.069 -1.197 0.243
C 4.0320 1.7825 1.4833 -1.115 -0.503 -1.545
C 5.2102 1.0609 1.2315 1.903 -2.149 -1.152
N 6.0370 0.3635 0.7763 -1.304 1.442 1.131
C 3.9119 2.8556 2.3638 -0.907 3.042 2.272
N 3.6614 3.7514 3.0841 0.914 -1.990 -1.588
```
Forces are in eV/Å.

Results
* net charge: -2
* HOMO: -2.281 eV
* HOMO-LUMO gap: 5.88 eV
* calculated total energy: -4383.47718 a.u.
* energy above the lowest of the compared OMol25 structures with the same formula, charge and spin: 0.0 kcal per mole
* E_LUMO: 0.132 Eh

Results of the Löwdin charge analysis, in e, for atoms 1 through 4: number 1, Bi, carries 1.99; number 2, O, carries 0.08; number 3, C, carries -0.29; number 4, C, carries 0.06

(2)
Below is C35H37BCaF5N2O6SSe as an isolated structure, with properties calculated with wB97M-V/def2-TZVPD.

Structure (XYZ):
```
89
Properties=species:S:1:pos:R:3:forces:R:3
Ca -1.5476 -1.2808 0.4526 0.064 0.015 -0.023
C -4.6916 -1.1623 -1.3321 0.007 -0.017 -0.026
O -4.0266 -1.5198 -0.1337 -0.137 -0.048 0.073
C -4.7713 -1.2216 1.0429 0.034 -0.021 -0.001
C -4.5658 0.2271 1.4437 -0.019 -0.017 -0.025
O -3.1783 0.4995 1.3354 0.026 0.090 -0.083
C -2.8636 1.8743 1.2184 0.036 -0.030 0.024
C -1.4594 1.9658 0.6506 -0.075 0.000 0.004
O -1.2885 1.0839 -0.4480 0.015 0.048 -0.042
C -1.9608 1.5076 -1.6266 -0.015 0.013 0.001
H -5.6170 -1.7390 -1.4315 -0.006 0.009 0.008
H -4.0244 -1.4044 -2.1543 -0.008 0.008 0.007
H -4.9363 -0.0946 -1.3541 0.011 0.007 -0.005
H -4.3851 -1.8939 1.8068 -0.006 0.009 0.043
H -5.8371 -1.4218 0.8880 0.006 -0.005 0.001
H -4.9135 0.3964 2.4683 -0.007 -0.027 0.002
H -5.1110 0.9005 0.7692 0.016 0.021 0.014
H -2.9028 2.3687 2.1962 -0.014 -0.006 -0.006
H -3.5946 2.3556 0.5575 -0.007 0.005 0.004
H -0.7356 1.6524 1.3974 -0.008 -0.020 0.002
H -1.2462 2.9988 0.3515 0.011 -0.008 -0.005
H -1.6627 2.5287 -1.8790 -0.001 -0.001 0.002
H -3.0481 1.4567 -1.5054 -0.006 -0.017 0.004
H -1.6531 0.8421 -2.4281 0.003 -0.022 0.010
Se -2.1611 -2.9344 2.8566 0.018 -0.014 -0.001
C -2.8462 -1.5121 3.9326 -0.037 0.010 -0.018
C -4.1163 -1.5983 4.5137 0.004 -0.003 -0.006
C -4.6451 -0.5493 5.2556 0.003 0.003 0.003
C -3.9186 0.6202 5.4386 -0.003 -0.002 -0.008
C -2.6472 0.7140 4.8819 0.003 -0.004 0.000
C -2.1186 -0.3361 4.1465 0.014 0.003 0.016
H -4.6910 -2.5067 4.3747 0.001 0.001 0.000
H -5.6319 -0.6490 5.6940 -0.001 0.000 0.001
H -4.3287 1.4388 6.0174 -0.001 0.000 0.000
H -2.0545 1.6108 5.0264 0.003 0.002 0.000
H -1.1287 -0.2504 3.7166 -0.003 0.014 -0.001
C 4.1268 2.8671 1.1214 0.011 -0.004 -0.001
C 3.2386 3.5460 0.0871 -0.006 0.003 -0.003
C 1.8616 2.9002 -0.0128 -0.005 -0.028 0.058
N 1.9321 1.5261 -0.4754 0.016 0.050 -0.056
C 1.7287 1.1326 -1.7282 0.078 -0.071 -0.068
S 1.2473 2.1102 -2.9914 0.019 -0.011 0.036
N 1.9556 -0.2330 -1.9295 -0.072 0.040 0.024
C 3.0488 -0.9824 -1.5372 0.036 0.035 -0.106
O 3.0279 -2.1917 -1.5995 -0.028 -0.036 0.027
C 4.3168 -0.2668 -1.1594 -0.034 0.008 0.031
C 5.1249 -0.8433 -0.1862 0.000 -0.006 0.017
C 6.3407 -0.2629 0.1413 -0.005 0.006 -0.011
C 6.7699 0.8737 -0.5308 -0.003 0.003 0.005
C 5.9795 1.4308 -1.5268 0.005 -0.014 -0.007
C 4.7501 0.8683 -1.8370 -0.006 0.003 0.001
H 5.1092 3.3388 1.1717 -0.004 0.004 0.007
H 4.2874 1.8150 0.8769 -0.007 -0.003 -0.003
H 3.6753 2.9143 2.1145 -0.004 0.002 0.016
H 3.7073 3.5199 -0.9000 0.005 -0.001 -0.003
H 3.0993 4.5999 0.3456 -0.001 0.000 -0.006
H 1.2253 3.4480 -0.7063 -0.014 0.004 -0.008
H 1.3831 2.8843 0.9693 0.021 0.007 -0.008
H 1.9845 0.7952 0.2235 -0.009 -0.006 0.013
H 1.2506 -0.7295 -2.4800 0.028 0.007 0.012
H 4.7982 -1.7551 0.2958 0.001 0.006 -0.009
H 6.9530 -0.7040 0.9171 0.003 0.004 0.000
H 7.7224 1.3241 -0.2802 0.000 0.000 -0.001
H 6.3184 2.3088 -2.0625 -0.003 0.003 0.001
H 4.1327 1.3067 -2.6122 0.000 0.003 -0.002
O -2.2660 -2.7280 -3.0196 0.019 -0.018 -0.008
B -1.3418 -1.9854 -2.2075 0.045 0.049 0.004
O -0.3089 -1.5703 -3.1346 -0.017 -0.004 0.013
C -0.6191 -2.0375 -4.3778 -0.042 -0.017 0.008
C 0.0589 -1.8752 -5.5646 0.017 0.001 -0.004
C -0.5036 -2.4632 -6.6990 -0.020 -0.014 -0.009
C -1.6938 -3.1779 -6.6267 0.016 0.014 0.006
C -2.3725 -3.3314 -5.4161 0.012 0.008 -0.006
C -1.8097 -2.7458 -4.3037 0.025 0.029 0.017
H 0.9830 -1.3142 -5.6116 -0.008 0.003 0.018
H -0.0019 -2.3589 -7.6527 0.000 -0.005 -0.001
H -2.1028 -3.6230 -7.5250 0.001 -0.002 -0.001
H -3.2995 -3.8849 -5.3456 -0.001 -0.004 -0.006
F 0.7673 -2.5770 0.6047 -0.020 -0.003 -0.010
C 1.3710 -1.6551 1.4207 -0.013 -0.031 -0.012
C 0.6737 -0.5082 1.7203 0.091 0.008 0.030
C 1.3624 0.3288 2.5653 -0.015 0.026 0.059
F 0.7964 1.5124 2.9884 -0.002 -0.020 -0.013
C 2.6310 0.0894 3.0718 -0.008 -0.036 -0.011
F 3.2435 0.9554 3.8985 0.012 -0.007 -0.010
C 3.2721 -1.0853 2.7211 -0.027 0.026 0.003
F 4.5017 -1.3523 3.1869 -0.007 -0.002 -0.006
C 2.6298 -1.9864 1.8876 -0.018 0.008 0.018
F 3.2419 -3.1346 1.5698 0.014 -0.010 -0.005
```
Forces are in eV/Å.

Results
* net charge: -1
* HOMO: -4.498 eV
* HOMO-LUMO gap: 6.81 eV
* calculated total energy: -5918.45707 a.u.
* energy above the lowest of the compared OMol25 structures with the same formula, charge and spin: 0.0 kcal per mole
* E_LUMO: 0.085 Eh

Results of the Löwdin charge analysis, in e, for atoms 1 through 4: number 1, Ca, carries 1.12; number 2, C, carries -0.08; number 3, O, carries -0.29; number 4, C, carries -0.20

- Among the records above, which one has the highest net charge?
  C35H37BCaF5N2O6SSe